Record 1
Here is a cluster of 15 separate species, C60H165N15O15 in total from OMol25. Energies are from wB97M-V/def2-TZVPD.

Output
- Total charge: 0
- Frontier orbital gap: 9.3 eV
- 2S+1: 1

Last column: Mulliken charge in e.
Geometry (Å):
C 3.125 -4.197 -1.405  -1.51
C 4.355 -3.860 -2.231  -0.14
C 4.251 -2.454 -2.801  -0.07
O 3.283 -2.426 -3.839  -0.39
C 3.211 -1.200 -4.548  -0.26
N 5.554 -3.970 -1.372  -0.41
H 3.221 -5.151 -0.883  0.57
H 2.281 -4.366 -2.079  0.50
H 2.881 -3.339 -0.776  0.06
H 4.341 -4.579 -3.059  0.42
H 5.215 -2.286 -3.307  0.51
H 4.189 -1.658 -2.054  -0.22
H 2.497 -1.332 -5.357  0.24
H 4.216 -0.952 -4.907  0.30
H 2.865 -0.408 -3.880  -0.05
H 6.358 -3.886 -1.991  0.18
H 5.561 -4.934 -1.050  0.39
C -2.186 -2.609 -6.029  -0.90
C -2.163 -3.327 -7.376  0.71
C -3.563 -3.315 -7.984  -0.87
O -4.450 -4.091 -7.186  -0.27
C -5.759 -4.129 -7.684  -0.74
N -1.330 -2.526 -8.284  -0.75
H -1.176 -2.613 -5.612  0.35
H -2.793 -3.150 -5.296  -0.04
H -2.597 -1.605 -6.109  0.24
H -1.794 -4.356 -7.366  0.20
H -3.581 -3.734 -9.002  0.52
H -4.003 -2.317 -8.110  0.29
H -5.898 -4.538 -8.692  0.34
H -6.303 -3.176 -7.681  0.20
H -6.264 -4.784 -6.973  0.28
H -1.512 -2.798 -9.245  0.23
H -0.344 -2.708 -8.133  0.25
C -4.622 -1.586 -2.733  -0.61
C -5.832 -2.305 -3.366  0.29
C -5.872 -1.951 -4.834  0.08
O -6.033 -0.530 -4.981  -0.39
C -5.907 -0.218 -6.338  -0.60
N -5.746 -3.746 -3.231  -0.64
H -4.627 -0.496 -2.730  0.50
H -3.672 -1.889 -3.183  0.07
H -4.602 -1.912 -1.685  -0.07
H -6.760 -1.955 -2.907  0.25
H -6.764 -2.348 -5.331  0.38
H -4.972 -2.252 -5.379  -0.49
H -4.885 -0.416 -6.695  0.15
H -6.018 0.841 -6.552  0.34
H -6.617 -0.771 -6.963  0.23
H -4.845 -4.035 -3.608  0.37
H -5.731 -4.037 -2.248  0.26
C -3.292 7.165 0.529  -1.21
C -2.265 7.461 -0.580  0.62
C -1.648 6.207 -1.141  -0.90
O -0.799 5.640 -0.183  -0.27
C -0.317 4.333 -0.494  -0.49
N -2.933 8.258 -1.616  -0.78
H -3.551 8.109 1.015  0.41
H -2.870 6.552 1.331  0.30
H -4.214 6.714 0.157  0.17
H -1.473 8.062 -0.127  0.26
H -1.054 6.505 -2.020  0.36
H -2.414 5.535 -1.554  0.36
H -1.121 3.596 -0.553  0.24
H 0.416 4.110 0.278  -0.06
H 0.226 4.457 -1.440  0.40
H -3.660 7.665 -1.995  0.26
H -3.381 9.083 -1.244  0.29
C -4.743 2.354 3.951  -0.96
C -4.016 3.387 3.099  1.79
C -4.541 3.490 1.688  -0.07
O -5.901 3.907 1.754  -0.40
C -6.575 3.747 0.531  -0.56
N -4.032 4.693 3.806  -0.83
H -4.215 2.276 4.901  0.43
H -4.708 1.347 3.512  -0.32
H -5.816 2.496 4.079  0.37
H -2.945 3.152 3.056  -1.01
H -4.424 2.549 1.141  0.11
H -4.028 4.302 1.157  0.16
H -7.636 3.966 0.623  0.31
H -6.459 2.744 0.103  0.13
H -6.136 4.432 -0.206  0.25
H -4.104 4.482 4.794  0.26
H -4.915 5.144 3.571  0.34
C 6.881 3.681 -5.999  -1.31
C 6.295 4.912 -5.283  0.47
C 5.639 4.644 -3.959  -0.26
O 4.533 3.772 -4.100  -0.46
C 3.913 3.623 -2.832  0.13
N 7.356 5.904 -5.080  -0.73
H 7.624 3.139 -5.407  0.22
H 7.381 4.000 -6.915  0.43
H 6.116 2.948 -6.268  0.29
H 5.662 5.445 -5.998  0.25
H 5.277 5.585 -3.521  0.40
H 6.344 4.279 -3.197  -0.07
H 4.558 3.065 -2.147  -0.56
H 3.057 2.964 -2.977  0.20
H 3.643 4.592 -2.410  0.51
H 7.855 6.106 -5.937  0.27
H 8.080 5.583 -4.442  0.23
C -4.028 -5.844 1.240  -1.49
C -4.115 -5.090 -0.064  1.39
C -3.027 -5.387 -1.088  -0.79
O -1.779 -5.306 -0.439  -0.15
C -0.643 -5.428 -1.260  -0.23
N -5.435 -5.231 -0.688  -0.44
H -3.071 -5.720 1.747  0.16
H -4.183 -6.923 1.110  0.40
H -4.832 -5.548 1.919  0.32
H -3.957 -4.036 0.206  -0.73
H -3.096 -4.659 -1.905  0.34
H -3.109 -6.396 -1.516  0.37
H 0.213 -4.984 -0.748  -0.32
H -0.763 -4.757 -2.119  0.36
H -0.390 -6.470 -1.466  0.30
H -6.108 -5.249 0.074  0.19
H -5.501 -6.156 -1.109  0.23
C 6.671 -3.146 3.659  -1.38
C 5.917 -3.496 2.388  0.77
C 5.483 -2.232 1.677  0.43
O 4.366 -1.712 2.391  -0.27
C 3.856 -0.561 1.772  1.54
N 6.845 -4.244 1.507  -0.71
H 7.114 -4.020 4.136  0.39
H 5.976 -2.587 4.292  0.24
H 7.491 -2.428 3.562  0.34
H 5.054 -4.146 2.549  0.27
H 5.144 -2.454 0.657  -0.61
H 6.308 -1.519 1.568  -0.10
H 3.348 -0.875 0.852  0.38
H 4.616 0.189 1.536  -0.36
H 3.133 -0.045 2.406  -1.65
H 7.236 -5.062 1.954  0.26
H 6.274 -4.526 0.716  0.11
C 6.199 0.416 -2.679  -1.29
C 7.258 1.454 -2.360  1.51
C 7.089 2.038 -0.939  -0.03
O 7.348 1.009 -0.002  -0.29
C 7.318 1.483 1.321  -0.45
N 8.539 0.837 -2.629  -0.77
H 6.412 0.036 -3.683  0.47
H 5.178 0.785 -2.819  0.22
H 6.159 -0.445 -2.014  0.10
H 7.172 2.338 -2.997  -0.53
H 6.021 2.273 -0.859  -0.55
H 7.743 2.900 -0.780  0.53
H 7.690 0.778 2.063  0.29
H 6.282 1.663 1.641  -0.06
H 7.848 2.434 1.425  0.25
H 9.366 1.422 -2.573  0.30
H 8.751 0.131 -1.927  0.29
C -8.432 -3.695 0.207  -1.16
C -8.654 -2.676 1.326  0.81
C -7.933 -1.361 1.064  -1.07
O -6.530 -1.472 1.202  -0.09
C -5.835 -0.287 0.864  -1.14
N -10.061 -2.478 1.597  -0.77
H -7.370 -3.766 -0.018  -0.11
H -9.020 -3.433 -0.676  0.37
H -8.867 -4.650 0.512  0.41
H -8.161 -3.081 2.226  0.13
H -8.271 -0.707 1.884  0.37
H -8.170 -0.887 0.106  0.31
H -6.307 0.580 1.332  0.56
H -5.847 -0.162 -0.225  0.39
H -4.775 -0.355 1.106  -0.01
H -10.438 -3.269 2.111  0.29
H -10.203 -1.735 2.280  0.27
C -5.020 -1.329 4.565  -1.36
C -4.134 -2.280 3.773  1.98
C -3.330 -3.241 4.642  -1.11
O -2.620 -2.580 5.680  -0.30
C -1.631 -3.438 6.223  -0.68
N -5.018 -3.115 2.941  0.51
H -4.429 -0.619 5.151  0.12
H -5.641 -1.926 5.236  0.48
H -5.679 -0.742 3.925  0.27
H -3.381 -1.764 3.168  -1.28
H -2.728 -3.926 4.038  0.54
H -4.045 -3.906 5.156  0.45
H -2.127 -4.390 6.453  0.44
H -1.158 -2.945 7.066  0.25
H -0.871 -3.723 5.489  0.15
H -5.598 -3.682 3.548  0.37
H -5.633 -2.498 2.399  -0.22
C 2.136 -1.302 5.385  -1.26
C 1.800 -2.696 4.895  0.22
C 0.873 -2.699 3.697  0.65
O 0.621 -4.042 3.366  -0.56
C 0.114 -4.354 2.098  -0.25
N 3.134 -3.262 4.501  -0.75
H 2.873 -1.383 6.184  0.47
H 1.229 -0.848 5.802  0.26
H 2.577 -0.613 4.663  -0.10
H 1.400 -3.375 5.650  0.44
H 1.363 -2.150 2.881  0.12
H -0.048 -2.154 3.959  -0.20
H 0.778 -4.135 1.248  -0.21
H -0.800 -3.804 1.854  0.24
H -0.002 -5.434 2.068  0.34
H 3.541 -2.575 3.854  0.51
H 2.915 -4.061 3.905  0.29
C 7.589 5.955 1.508  -1.19
C 6.318 6.443 2.239  0.49
C 5.273 5.349 2.352  -0.69
O 5.033 4.803 1.074  -0.22
C 3.945 3.901 1.074  -0.42
N 6.740 6.858 3.577  -0.78
H 7.858 4.930 1.782  0.17
H 8.419 6.652 1.591  0.45
H 7.383 5.799 0.440  0.21
H 5.871 7.264 1.679  0.30
H 4.371 5.749 2.830  0.26
H 5.636 4.502 2.957  0.29
H 3.964 3.294 0.169  -0.21
H 3.036 4.499 1.165  0.71
H 4.089 3.123 1.839  -0.06
H 7.348 7.669 3.532  0.28
H 7.375 6.182 3.992  0.28
C 2.308 3.395 4.825  -1.52
C 1.347 2.359 4.292  2.27
C 0.268 1.862 5.240  -1.49
O -0.568 0.910 4.577  0.75
C -1.729 0.616 5.322  -1.05
N 0.698 2.851 3.033  0.05
H 2.919 2.986 5.634  0.41
H 1.892 4.361 5.111  0.41
H 3.044 3.632 4.052  0.23
H 1.887 1.473 3.932  -1.45
H -0.334 2.761 5.444  0.38
H 0.590 1.427 6.190  0.47
H -2.198 -0.245 4.855  0.07
H -2.399 1.459 5.498  0.21
H -1.411 0.266 6.314  0.47
H -0.097 2.206 3.030  -0.45
H 0.246 3.752 3.197  0.31
C 1.783 0.203 -1.596  -1.09
C 0.916 1.014 -0.623  1.08
C -0.262 0.194 -0.126  -1.41
O -0.970 0.959 0.818  0.33
C -1.697 0.153 1.710  -0.18
N 1.712 1.599 0.429  1.83
H 2.063 -0.722 -1.086  -0.33
H 2.672 0.752 -1.904  -0.13
H 1.257 -0.019 -2.526  0.82
H 0.464 1.846 -1.171  -0.12
H 0.099 -0.762 0.289  0.31
H -0.954 -0.115 -0.926  0.34
H -1.054 -0.274 2.482  -0.10
H -2.239 -0.650 1.188  0.54
H -2.509 0.763 2.117  -0.50
H 2.088 0.974 1.130  -1.07
H 1.101 2.186 0.994  -0.41



Record 2
Here is a cluster of 3 separate species, C3H13N3 in total from OMol25. Energies are from wB97M-V/def2-TZVPD.

Output
- Total charge: 0
- Frontier orbital gap (spin up / spin down): 8.6 / 9.4 eV
- 2S+1: 1

Last column: Mulliken charge in e.
Geometry (Å):
C 0.855 1.148 -0.610  0.01
C 0.397 2.331 0.242  -1.25
C 1.809 0.227 0.149  -1.22
H 1.349 1.519 -1.514  0.33
H -0.016 0.574 -0.931  0.20
H -0.113 1.980 1.142  0.29
H 1.333 -0.149 1.058  0.25
H 1.246 2.944 0.558  0.37
H -0.296 2.971 -0.306  0.31
H 2.719 0.754 0.444  0.41
H 2.100 -0.631 -0.461  0.30
N -1.275 -1.715 -1.071  -0.25
N -1.769 -0.762 0.693  -0.55
N -0.533 -2.506 -0.329  -0.31
H -2.028 -2.272 -1.497  0.23
H -0.250 -1.926 0.502  0.33
H -0.944 -3.384 -0.003  0.25
H -2.587 -1.306 0.988  0.16
H -1.996 0.203 0.947  0.13



Record 3
Here is the molecule C5H8N2 from OMol25. Energies are from wB97M-V/def2-TZVPD.

Output
- Total charge: 0
- Frontier orbital gap: 7.5 eV
- 2S+1: 1

Last column: Mulliken charge in e.
Geometry (Å):
C -0.435 1.592 -0.060  -0.86
N 0.380 0.466 -0.761  -0.17
C -0.615 -0.261 -1.501  -0.39
C -1.068 -1.292 -0.790  -0.35
C -0.401 -1.166 0.535  -0.32
C 0.745 -0.352 0.259  0.09
N 1.734 -0.017 1.101  -0.40
H 0.263 2.142 0.587  0.15
H -0.737 2.296 -0.848  0.16
H -0.953 -0.050 0.855  0.34
H -0.924 0.130 -2.461  0.42
H -1.861 -1.985 -1.036  0.41
H -0.426 -1.940 1.299  0.46
H 2.213 0.862 0.970  0.24
H 1.825 -0.479 1.990  0.22



Record 4
Here is the molecule C5H9O5 from OMol25. Energies are from wB97M-V/def2-TZVPD.

Output
- Total charge: 0
- Frontier orbital gap (spin up / spin down): 10.7 / 7.7 eV
- ⟨S²⟩: 0.76
- 2S+1: 2

Last column: Mulliken charge in e.
Geometry (Å):
H 2.917 -3.810 0.446  0.32
O 0.926 -1.100 -1.823  -0.36
C 1.460 -1.155 -0.657  0.05
C 0.318 -0.272 0.033  0.73
C 0.398 1.048 0.229  -0.44
C -0.816 1.874 0.527  -0.43
O -1.418 2.193 -0.734  -0.22
O -2.613 2.967 -0.380  -0.38
C -0.910 -1.087 0.344  -1.32
O 1.533 -2.450 0.048  -0.24
O 2.967 -2.854 0.244  -0.38
H 2.447 -0.637 -0.507  0.40
H 1.296 1.651 0.077  0.31
H -1.540 1.350 1.172  0.28
H -0.504 2.829 0.965  0.36
H -2.871 3.264 -1.267  0.32
H -0.727 -2.143 0.075  0.37
H -1.090 -0.982 1.429  0.32
H -1.772 -0.687 -0.222  0.30



Calculated F_max (eV/A), listed in the same order as above: 2.36 1.27 0.45 3.20
Calculated energy (eV), listed in the same order as above: -117951.4797 -7787.8592 -8290.2329 -15559.3485